(1)
C2HNO4 in the gas phase. Source: the Open Molecules 2025 dataset; level of theory: ωB97M-V/def2-TZVPD.

**LUMO energy**: -2.1 eV
**ΔE to the lowest compared entry with this formula, charge and spin**: 339.2 kJ/mol
**HOMO-LUMO gap**: 0.3158 Ha
**SMILES string**: O=COC(=O)N=O
**Spin multiplicity**: 1
**HOMO level**: -10.73 eV

Each line ends with the natural charge from an NBO analysis.
Positions of all 8 atoms, in Å:
O 1.65291 -0.13125 1.46327  -0.528
C 1.54864 -0.03071 0.29291  0.668
O 0.43217 0.10402 -0.46791  -0.614
C -1.05042 0.56735 -0.28608  0.812
O -1.29600 1.70964 -0.15825  -0.453
N -1.60473 -0.57833 0.07368  0.126
O -2.04890 -1.54190 -0.46400  -0.138
H 2.36635 -0.09882 -0.45362  0.127



(2)
A gas-phase ion, C7H16N2OP (charge +1). Source: the Open Molecules 2025 dataset; level of theory: ωB97M-V/def2-TZVPD.

**LUMO energy**: -2.6 eV
**Charge**: +1
**ΔE to the lowest compared entry with this formula, charge and spin**: 108.2 kJ/mol
**HOMO-LUMO gap**: 0.3583 Ha
**SMILES string**: C=C(O[C@@]1(C)[NH2+][C@@]1(C)N)PC
**Spin multiplicity**: 1
**HOMO level**: -12.34 eV

Each line ends with the natural charge from an NBO analysis.
Positions of all 27 atoms, in Å:
C -1.54528 0.40505 -1.87644  -0.403
C -1.26011 0.61309 -0.58202  0.017
O -0.13144 1.35415 -0.22758  -0.499
C 1.01182 0.78101 0.17273  0.448
C 1.98346 1.89074 0.24152  -0.661
N 0.85038 -0.10754 1.42178  -0.632
C 1.34551 -0.67633 0.11622  0.278
C 2.78665 -1.14531 0.13244  -0.613
N 0.40062 -1.46364 -0.64197  -0.828
P -2.04910 -0.04945 0.89020  0.521
C -3.72704 -0.43056 0.22077  -0.919
H -2.38982 -0.04368 -2.23901  0.213
H -1.01325 0.76990 -2.76279  0.223
H 2.53360 2.11697 -0.61612  0.259
H 1.55876 2.87130 0.42173  0.269
H 2.83481 1.58568 0.86146  0.219
H -0.14088 -0.28539 1.65075  0.426
H 1.53971 -0.08425 2.18161  0.439
H 2.67491 -2.14952 0.02794  0.236
H 3.26313 -0.86974 -0.69229  0.238
H 3.22397 -0.75873 0.98536  0.214
H 0.76802 -1.71909 -1.55856  0.403
H 0.22371 -2.25431 -0.05733  0.380
H -2.27910 1.19704 1.43938  -0.001
H -4.41649 -0.77489 0.97683  0.262
H -3.73945 -1.18636 -0.56402  0.254
H -4.30709 0.41385 0.07742  0.253